(1)
This record from the Open Molecules 2025 dataset describes a 12-piece molecular cluster, C44H116N5O17 overall. The level of theory is ωB97M-V/def2-TZVPD.

The LUMO energy comes out at 2.090 eV. The HOMO energy comes out at -5.3 eV. The net charge is -1. As for the gap between HOMO and LUMO: 7.42 eV. For the molecular weight, the calculation gives 987.4 g mol⁻¹.

Geometry (Å):
C1 1.12 0.89 -0.70
C2 1.87 1.09 0.61
O1 2.59 2.26 0.71
H1 1.73 1.03 -1.60
H2 0.30 1.61 -0.84
H3 0.66 -0.11 -0.74
H4 2.55 0.20 0.66
H5 1.26 0.84 1.51
C3 -0.71 -0.22 3.44
O2 -1.60 -1.17 3.98
C4 -2.96 -0.86 3.82
C5 -3.72 -2.11 4.26
N1 -3.49 -2.46 5.66
C6 -4.28 -1.61 6.56
C7 -3.73 -1.77 7.97
O3 -2.43 -1.27 8.13
C8 -2.39 0.13 8.21
H6 -0.75 -0.09 2.36
H7 0.32 -0.56 3.62
H8 -0.83 0.74 3.96
H9 -3.15 -0.76 2.74
H10 -3.27 0.08 4.28
H11 -3.37 -2.88 3.57
H12 -4.79 -2.00 4.11
H13 -2.51 -2.29 5.86
H14 -5.34 -1.88 6.56
H15 -4.21 -0.56 6.22
H16 -3.80 -2.81 8.27
H17 -4.41 -1.25 8.67
H18 -3.15 0.53 8.89
H19 -2.53 0.56 7.22
H20 -1.41 0.46 8.56
C9 -2.78 1.45 -5.42
O4 -1.65 2.27 -5.46
C10 -0.91 2.23 -4.26
C11 0.09 3.37 -4.28
N2 -0.63 4.60 -4.58
C12 0.26 5.70 -4.96
C13 -0.55 6.86 -5.48
O5 -0.95 6.58 -6.81
C14 -1.51 7.69 -7.45
H21 -3.12 1.37 -6.46
H22 -3.60 1.88 -4.83
H23 -2.53 0.44 -5.10
H24 -0.37 1.28 -4.26
H25 -1.51 2.24 -3.35
H26 0.93 3.21 -4.97
H27 0.54 3.41 -3.29
H28 -1.25 4.43 -5.37
H29 0.94 5.38 -5.76
H30 0.85 6.04 -4.11
H31 0.08 7.76 -5.47
H32 -1.44 7.10 -4.88
H33 -2.48 7.95 -7.00
H34 -1.67 7.42 -8.50
H35 -0.82 8.54 -7.46
C15 6.58 0.72 3.84
O6 6.87 0.97 2.49
C16 5.69 0.85 1.71
C17 6.09 1.01 0.26
N3 4.96 0.74 -0.62
C18 5.11 1.21 -1.98
C19 6.40 0.75 -2.65
O7 6.26 1.12 -4.01
C20 7.30 0.70 -4.83
H36 5.95 1.54 4.21
H37 7.50 0.63 4.43
H38 6.02 -0.22 3.96
H39 5.01 1.67 1.99
H40 5.21 -0.11 1.92
H41 6.92 0.32 0.07
H42 6.51 2.01 0.08
H43 4.14 1.19 -0.18
H44 5.11 2.31 -2.00
H45 4.28 0.87 -2.59
H46 6.46 -0.35 -2.53
H47 7.27 1.25 -2.22
H48 7.25 -0.39 -4.97
H49 8.30 0.98 -4.49
H50 7.15 1.17 -5.80
C21 -7.12 -0.73 4.24
O8 -6.88 -0.17 2.99
C22 -7.94 -0.44 2.10
C23 -7.67 0.21 0.77
N4 -6.54 -0.43 0.10
C24 -6.38 0.09 -1.26
C25 -5.12 -0.46 -1.89
O9 -4.04 0.24 -1.30
C26 -2.78 -0.38 -1.50
H51 -8.14 -0.51 4.59
H52 -6.40 -0.41 4.99
H53 -7.04 -1.82 4.18
H54 -8.89 -0.08 2.53
H55 -8.06 -1.53 2.01
H56 -7.39 1.25 1.00
H57 -8.57 0.16 0.16
H58 -5.69 -0.24 0.62
H59 -6.20 1.17 -1.23
H60 -7.23 -0.23 -1.85
H61 -5.15 -0.25 -2.97
H62 -4.97 -1.54 -1.79
H63 -2.85 -1.45 -1.24
H64 -2.01 0.06 -0.87
H65 -2.56 -0.34 -2.58
C27 -0.18 -2.54 0.56
O10 -0.37 -3.87 0.94
C28 -1.64 -4.06 1.58
C29 -1.93 -5.54 1.69
N5 -2.49 -6.14 0.48
C30 -1.58 -6.04 -0.67
C31 -2.16 -6.82 -1.83
O11 -2.23 -8.20 -1.50
C32 -1.81 -9.03 -2.54
H66 0.71 -2.45 -0.06
H67 0.01 -1.88 1.41
H68 -1.06 -2.13 0.04
H69 -2.44 -3.56 1.02
H70 -1.56 -3.63 2.59
H71 -2.62 -5.69 2.52
H72 -0.99 -6.03 2.01
H73 -2.66 -7.13 0.61
H74 -0.58 -6.42 -0.42
H75 -1.54 -5.01 -1.02
H76 -1.53 -6.65 -2.71
H77 -3.16 -6.44 -2.07
H78 -2.34 -8.88 -3.48
H79 -1.84 -10.08 -2.24
H80 -0.75 -8.85 -2.79
C33 3.18 -3.56 -1.81
C34 3.59 -2.12 -1.63
O12 4.31 -1.99 -0.43
H81 2.44 -3.69 -2.61
H82 2.77 -4.00 -0.90
H83 4.03 -4.19 -2.09
H84 2.74 -1.42 -1.65
H85 4.19 -1.86 -2.51
H86 4.52 -1.02 -0.30
C35 -0.71 6.01 -0.25
C36 -0.20 4.58 -0.26
O13 0.78 4.42 0.73
H87 -1.25 6.22 -1.18
H88 0.05 6.78 -0.15
H89 -1.39 6.16 0.59
H90 0.23 4.34 -1.24
H91 -1.05 3.89 -0.12
H92 1.30 3.59 0.53
C37 3.28 4.35 -2.72
C38 3.44 5.04 -1.35
O14 4.35 4.34 -0.51
H93 4.22 4.38 -3.27
H94 2.51 4.85 -3.31
H95 2.96 3.31 -2.61
H96 2.45 5.21 -0.89
H97 3.84 6.04 -1.53
H98 3.93 3.52 -0.19
C39 2.78 -2.54 2.89
C40 3.82 -3.55 2.40
O15 5.06 -2.92 2.12
H99 3.21 -1.87 3.64
H100 1.87 -3.01 3.27
H101 2.53 -1.89 2.04
H102 3.45 -4.10 1.52
H103 3.90 -4.31 3.19
H104 4.93 -2.64 1.19
C41 0.06 -1.91 -3.61
C42 -0.60 -3.21 -3.21
O16 -0.55 -4.11 -4.33
H105 -0.17 -1.58 -4.62
H106 1.14 -2.10 -3.65
H107 -0.11 -1.08 -2.92
H108 -1.66 -3.09 -3.01
H109 -0.15 -3.68 -2.34
H110 0.37 -4.36 -4.50
C43 2.99 2.44 5.67
C44 2.52 1.83 4.37
O17 2.17 2.88 3.48
H111 3.85 3.10 5.55
H112 3.36 1.60 6.28
H113 2.16 2.93 6.18
H114 1.65 1.17 4.54
H115 3.32 1.27 3.88
H116 2.07 2.51 2.57

Results of the Löwdin charge analysis, in e, for atoms 1 through 4: atom 1 (C): -0.09, atom 2 (C): -0.46, atom 3 (O): -0.32, atom 4 (H): 0.06

(2)
This record from the Open Molecules 2025 dataset describes a 11-piece molecular cluster, C44H117N7O15 overall. The level of theory is ωB97M-V/def2-TZVPD.

For the relative energy (zero: lowest compared OMol25 entry of this formula, charge and spin), the calculation gives 346.3 kJ/mol. The LUMO energy comes out at 0.515 eV. The HOMO energy comes out at -8.1 eV. As for the gap between HOMO and LUMO: 8.59 eV. For the molecular weight, the calculation gives 984.5 g mol⁻¹.

Geometry (Å):
C1 -5.99 -2.47 -1.13
O1 -4.83 -2.04 -1.76
C2 -4.03 -3.18 -2.20
C3 -2.76 -2.53 -2.81
C4 -2.90 -1.82 -4.21
N1 -1.74 -3.58 -2.93
H1 -5.78 -2.91 -0.15
H2 -6.46 -3.25 -1.73
H3 -6.60 -1.58 -0.99
H4 -3.85 -3.88 -1.39
H5 -4.52 -3.73 -3.01
H6 -2.28 -1.88 -2.08
H7 -2.18 -1.02 -4.33
H8 -3.89 -1.36 -4.30
H9 -2.87 -2.51 -5.06
H10 -0.83 -3.24 -3.20
H11 -1.68 -4.10 -2.07
C5 -3.26 -0.33 7.16
O2 -4.47 -0.92 7.80
C6 -5.18 -0.35 8.86
C7 -5.48 1.14 9.03
C8 -4.22 1.94 9.48
N2 -6.61 1.50 9.80
H12 -2.62 -0.14 8.03
H13 -3.26 0.43 6.38
H14 -2.90 -1.30 6.82
H15 -6.08 -0.95 9.01
H16 -4.65 -0.66 9.75
H17 -5.74 1.51 8.03
H18 -4.15 1.69 10.54
H19 -4.32 3.03 9.54
H20 -3.20 1.68 9.19
H21 -6.72 2.50 9.82
H22 -7.56 1.21 9.60
C9 -3.89 -2.59 4.69
O3 -3.07 -3.05 3.69
C10 -2.77 -4.43 3.71
C11 -1.51 -4.59 2.83
C12 -1.52 -4.09 1.39
N3 -1.16 -5.96 2.66
H23 -4.94 -2.85 4.50
H24 -3.74 -1.52 4.72
H25 -3.47 -2.86 5.66
H26 -2.56 -4.83 4.70
H27 -3.63 -4.97 3.31
H28 -0.56 -4.15 3.16
H29 -0.63 -4.21 0.77
H30 -2.02 -3.14 1.19
H31 -2.20 -4.79 0.91
H32 -0.76 -6.38 3.49
H33 -0.44 -6.11 1.96
C13 -3.99 8.12 -2.64
O4 -2.94 7.13 -2.74
C14 -2.87 6.38 -1.57
C15 -1.67 5.35 -1.58
N4 -1.83 4.51 -2.75
C16 -1.08 4.99 -3.96
C17 0.45 5.02 -4.07
O5 1.11 3.74 -3.87
C18 1.03 3.08 -2.53
H34 -3.96 8.81 -1.80
H35 -4.90 7.52 -2.67
H36 -3.99 8.60 -3.62
H37 -3.77 5.87 -1.25
H38 -2.82 7.12 -0.77
H39 -1.65 4.82 -0.62
H40 -0.78 5.97 -1.64
H41 -2.77 4.48 -3.12
H42 -1.47 5.90 -4.43
H43 -1.30 4.20 -4.68
H44 0.89 5.75 -3.39
H45 0.90 5.23 -5.04
H46 1.60 3.50 -1.70
H47 1.38 2.05 -2.69
H48 0.03 2.91 -2.15
C19 0.26 -2.18 5.08
O6 0.63 -2.04 3.70
C20 0.05 -0.90 3.07
C21 0.45 -0.85 1.60
N5 1.84 -0.99 1.34
C22 2.02 -1.32 -0.09
C23 1.93 -0.24 -1.16
O7 0.71 0.45 -1.04
C24 -0.38 -0.15 -1.62
H49 0.65 -3.06 5.60
H50 -0.82 -2.35 5.11
H51 0.44 -1.28 5.66
H52 0.51 -0.13 3.70
H53 -1.02 -0.69 3.09
H54 0.16 0.16 1.33
H55 -0.12 -1.72 1.27
H56 2.04 -1.78 1.94
H57 1.39 -2.17 -0.35
H58 3.03 -1.74 -0.16
H59 2.27 -0.61 -2.13
H60 2.63 0.56 -0.92
H61 -1.29 0.41 -1.39
H62 -0.48 -1.21 -1.40
H63 -0.29 -0.05 -2.70
C25 2.04 -6.36 -0.78
O8 1.96 -5.95 -2.08
C26 0.98 -6.38 -2.99
C27 0.93 -5.56 -4.38
N6 1.05 -4.14 -4.05
C28 1.16 -3.30 -5.23
C29 1.18 -1.75 -4.88
O9 1.56 -0.84 -6.00
C30 1.57 0.56 -5.67
H64 2.75 -5.74 -0.22
H65 2.35 -7.40 -0.68
H66 1.08 -6.28 -0.27
H67 0.10 -5.96 -2.48
H68 0.80 -7.45 -3.07
H69 0.02 -5.73 -4.97
H70 1.74 -5.92 -5.01
H71 1.85 -3.98 -3.46
H72 0.22 -3.44 -5.78
H73 2.03 -3.65 -5.78
H74 1.57 -1.63 -3.86
H75 0.12 -1.50 -4.79
H76 2.39 1.02 -6.21
H77 1.80 0.72 -4.62
H78 0.58 0.92 -5.96
C31 7.06 7.04 -3.29
O10 6.74 5.95 -2.48
C32 6.69 4.69 -3.19
C33 5.58 3.78 -2.44
N7 5.05 2.69 -3.24
C34 5.90 1.62 -3.70
C35 5.20 0.46 -4.38
O11 6.16 -0.69 -4.38
C36 5.47 -1.88 -4.83
H79 7.85 6.84 -4.01
H80 7.48 7.84 -2.67
H81 6.26 7.48 -3.89
H82 7.67 4.21 -3.18
H83 6.44 4.81 -4.24
H84 4.90 4.41 -1.86
H85 6.19 3.38 -1.64
H86 4.08 2.43 -3.09
H87 6.43 1.20 -2.85
H88 6.71 1.93 -4.36
H89 4.83 0.76 -5.36
H90 4.30 0.09 -3.89
H91 6.22 -2.67 -4.89
H92 5.01 -1.67 -5.80
H93 4.72 -2.16 -4.10
C37 -4.53 1.82 -1.64
C38 -4.26 1.88 -3.19
O12 -5.44 2.38 -3.67
H94 -5.03 2.78 -1.48
H95 -3.57 1.68 -1.14
H96 -5.22 1.02 -1.39
H97 -4.19 0.86 -3.55
H98 -3.32 2.34 -3.51
H99 -5.82 1.63 -4.14
C39 5.33 -2.69 -1.44
C40 4.53 -3.95 -1.95
O13 3.13 -3.52 -1.92
H100 6.37 -2.59 -1.77
H101 5.41 -2.73 -0.35
H102 4.79 -1.81 -1.80
H103 4.71 -4.88 -1.42
H104 4.75 -4.17 -3.00
H105 2.53 -4.27 -1.89
C41 2.15 4.06 1.53
C42 1.26 2.82 1.45
O14 0.00 3.23 1.35
H106 2.12 4.69 2.42
H107 1.97 4.71 0.67
H108 3.17 3.67 1.47
H109 1.37 2.13 2.30
H110 1.42 2.23 0.55
H111 -0.23 2.72 0.57
C43 1.23 0.74 10.32
C44 1.55 1.28 8.93
O15 0.90 0.53 7.86
H112 0.43 1.24 10.87
H113 2.08 1.07 10.92
H114 1.12 -0.35 10.37
H115 2.64 1.33 8.94
H116 1.20 2.26 8.61
H117 1.02 -0.42 8.00

Results of the Löwdin charge analysis, in e, for atoms 1 through 4: atom 1 (C): -0.14, atom 2 (O): -0.20, atom 3 (C): -0.15, atom 4 (C): -0.39